1.
C4H10O as an isolated structure. Source: the Open Molecules 2025 dataset; level of theory: ωB97M-V/def2-TZVPD.

The geometry in XYZ format:
```
15
Properties=species:S:1:pos:R:3:nbo_charge:R:1
C 0.613 1.397 -1.296 -0.2699
O -0.422 0.839 -0.671 -0.3597
C -0.353 -0.077 0.249 0.3515
C 0.899 -0.210 1.043 -0.7058
C -1.659 -0.632 0.714 -0.6660
H 0.839 -0.656 -1.955 0.0021
H 1.536 1.519 -0.742 0.1598
H 0.307 2.141 -2.019 0.1779
H 0.539 -1.289 -1.610 -0.0435
H 1.110 0.724 1.580 0.2210
H 1.769 -0.406 0.412 0.2342
H 0.823 -1.010 1.779 0.2303
H -1.588 -1.714 0.860 0.2232
H -2.445 -0.429 -0.018 0.2334
H -1.968 -0.197 1.675 0.2115
```

The calculation puts the lowest unoccupied orbital energy (spin up / spin down) at 1.0 / 1.1 eV. For the highest occupied orbital energy (spin up / spin down), the calculation gives -7.1998 / -6.9158 eV. The value obtained for the frontier orbital gap (spin up / spin down) is 8.25 / 7.99 eV. The value obtained for the energy above the lowest of the compared OMol25 structures with the same formula, charge and spin is 97.1 kcal per mole.

2.
C35H37F15N5ORu as an isolated structure in a non-equilibrium geometry. Source: the Open Molecules 2025 dataset; level of theory: ωB97M-V/def2-TZVPD.

The geometry in XYZ format:
```
94
Properties=species:S:1:pos:R:3:lowdin_spin:R:1
Ru 0.242 0.371 0.516 3.9178
C 2.165 1.182 3.341 0.0049
N 1.973 1.682 1.981 0.1017
C 1.383 3.021 2.019 0.0038
C 0.845 3.498 0.682 0.0115
N -0.157 2.568 0.212 0.1363
C -1.044 2.908 -0.747 0.0135
C -1.116 4.100 -1.507 0.0171
F -0.211 5.085 -1.337 0.0040
C -2.078 4.315 -2.476 -0.0018
F -2.084 5.472 -3.139 -0.0018
C -3.029 3.358 -2.775 0.0160
F -3.960 3.579 -3.711 0.0049
C -2.998 2.168 -2.070 -0.0016
F -3.883 1.205 -2.334 -0.0018
C -2.051 1.980 -1.094 0.0173
F -2.038 0.784 -0.437 0.0514
C 3.248 1.621 1.255 0.0057
C 3.262 0.357 0.407 0.0155
N 2.247 0.480 -0.616 0.1801
C 2.538 0.971 -1.837 0.0175
C 1.502 1.170 -2.788 0.0157
F 0.234 0.970 -2.391 0.0143
C 1.689 1.549 -4.096 -0.0023
F 0.633 1.674 -4.902 -0.0021
C 2.962 1.803 -4.573 0.0170
F 3.172 2.145 -5.848 0.0052
C 4.010 1.699 -3.679 -0.0016
F 5.249 1.976 -4.088 -0.0018
C 3.811 1.317 -2.365 0.0197
F 4.916 1.309 -1.587 0.0042
H 2.920 1.775 3.875 0.0032
H 2.492 0.141 3.312 0.0006
H 1.232 1.245 3.895 0.0000
H 2.107 3.757 2.399 0.0024
H 0.541 2.977 2.714 -0.0002
H 1.654 3.611 -0.052 0.0031
H 0.428 4.494 0.852 0.0016
H 4.097 1.622 1.949 0.0026
H 3.350 2.483 0.596 0.0002
H 2.991 -0.486 1.048 0.0019
H 4.259 0.162 0.018 0.0031
C -0.897 -5.493 -6.176 0.0000
C -0.564 -4.598 -5.019 -0.0001
C 0.673 -4.679 -4.388 0.0003
C 1.020 -3.820 -3.359 0.0006
C 2.373 -3.959 -2.709 0.0001
C 0.088 -2.856 -2.934 0.0035
C 0.500 -1.926 -1.892 0.0069
O -0.252 -1.271 -1.189 0.0811
C -1.191 -2.783 -3.533 0.0000
C -2.217 -1.768 -3.117 0.0003
C -1.481 -3.654 -4.571 0.0000
H -0.153 -6.279 -6.297 0.0000
H -0.930 -4.914 -7.101 0.0000
H -1.877 -5.955 -6.050 0.0000
H 1.382 -5.432 -4.714 0.0000
H 2.860 -4.871 -3.049 0.0000
H 2.293 -4.002 -1.623 0.0000
H 3.024 -3.120 -2.968 0.0000
H 1.585 -1.803 -1.768 0.0002
H -2.505 -1.904 -2.076 0.0001
H -3.106 -1.844 -3.742 0.0001
H -1.823 -0.754 -3.200 0.0000
H -2.453 -3.593 -5.048 0.0000
F 1.405 -1.748 2.723 0.0164
C 0.866 -1.736 1.443 0.1203
F 1.768 -2.469 0.706 0.0192
C -0.435 -2.586 1.525 0.0160
F -1.523 -1.837 1.214 0.0155
F -0.434 -3.632 0.690 0.0028
F -0.667 -3.066 2.762 0.0038
C -3.990 0.552 5.668 0.0002
C -2.741 1.427 5.579 0.0012
N -1.631 0.810 4.858 0.0050
C -0.766 -0.100 5.603 0.0006
C -1.149 -1.578 5.528 0.0002
C -1.465 0.981 3.524 0.0120
C -2.334 1.988 2.820 -0.0002
N -0.578 0.355 2.822 0.0936
H -4.797 1.103 6.154 0.0000
H -3.801 -0.347 6.251 0.0000
H -4.323 0.251 4.674 0.0000
H -2.392 1.669 6.584 0.0002
H -2.997 2.371 5.102 0.0000
H -0.773 0.228 6.642 0.0000
H 0.259 0.017 5.245 0.0002
H -2.077 -1.779 6.061 0.0000
H -0.363 -2.178 5.988 0.0000
H -1.268 -1.908 4.497 0.0001
H -2.193 2.985 3.239 0.0000
H -3.391 1.727 2.885 0.0000
H -2.037 2.005 1.777 -0.0001
H -0.030 -0.325 3.339 0.0009
```

The calculation puts the lowest unoccupied orbital energy (spin up / spin down) at -0.1 / -1.2 eV. For the highest occupied orbital energy (spin up / spin down), the calculation gives -7.1716 / -7.0308 eV. The value obtained for the frontier orbital gap (spin up / spin down) is 7.09 / 5.79 eV. Its spin multiplicity is 6. The value obtained for the energy above the lowest of the compared OMol25 structures with the same formula, charge and spin is 40.5 kcal per mole.

3.
A 9-piece molecular cluster, H20NO8 overall in a non-equilibrium geometry. Source: the Open Molecules 2025 dataset; level of theory: ωB97M-V/def2-TZVPD.

The geometry in XYZ format:
```
29
Properties=species:S:1:pos:R:3:nbo_charge:R:1
N -0.687 0.068 0.506 -0.8110
H -0.191 0.651 1.011 0.4309
H -0.917 0.728 -0.274 0.4515
H -1.560 -0.301 0.913 0.4620
H -0.312 -0.718 0.159 0.4542
O 2.064 1.901 1.240 -0.9576
H 2.090 2.175 2.179 0.4798
H 2.151 2.700 0.771 0.4799
O 0.173 -3.643 -0.184 -0.9676
H 0.738 -3.014 -0.700 0.4758
H 0.681 -3.961 0.645 0.4935
O -0.861 1.327 -2.990 -0.9672
H -0.889 1.504 -3.919 0.4934
H -0.556 2.173 -2.581 0.4844
O 2.148 -1.307 2.033 -0.9561
H 3.071 -1.039 1.696 0.4844
H 1.658 -0.557 2.381 0.4717
O -0.509 0.524 3.605 -0.9348
H 0.027 0.403 4.295 0.4698
H -0.575 1.483 3.664 0.4683
O -1.618 -1.344 -2.264 -0.9753
H -1.494 -0.446 -2.618 0.4920
H -0.814 -1.886 -2.422 0.4758
O -3.651 1.239 -0.970 -0.9377
H -4.120 1.318 -1.736 0.4734
H -4.067 1.888 -0.455 0.4659
O 2.361 -0.771 -1.193 -0.9697
H 3.158 -0.600 -0.679 0.4835
H 2.493 -0.502 -2.118 0.4867
```

As for the total charge: +1. The calculation puts the lowest unoccupied orbital energy at -3.3 eV. For the highest occupied orbital energy, the calculation gives -13.8075 eV. The value obtained for the frontier orbital gap is 10.50 eV. The value obtained for the energy above the lowest of the compared OMol25 structures with the same formula, charge and spin is 59.3 kcal per mole.

4.
CHF4N as an isolated structure in a non-equilibrium geometry. Source: the Open Molecules 2025 dataset; level of theory: ωB97M-V/def2-TZVPD.

The geometry in XYZ format:
```
7
Properties=species:S:1:pos:R:3:nbo_charge:R:1
C -0.699 -0.240 -0.304 0.6549
N 0.817 0.044 0.716 0.2562
F -0.385 -1.379 -0.989 -0.3133
F -1.582 -0.443 0.641 -0.2880
F 1.716 0.054 -0.306 -0.2390
F 0.880 1.305 1.286 -0.2373
H -0.746 0.659 -1.043 0.1664
```

The calculation puts the lowest unoccupied orbital energy at 0.9 eV. For the highest occupied orbital energy, the calculation gives -10.3814 eV. The value obtained for the frontier orbital gap is 11.32 eV. The value obtained for the energy above the lowest of the compared OMol25 structures with the same formula, charge and spin is 70.9 kcal per mole.

5.
C46H58N6ORbSSb2Se2 as an isolated structure in a non-equilibrium geometry. Source: the Open Molecules 2025 dataset; level of theory: ωB97M-V/def2-TZVPD.

The geometry in XYZ format:
```
117
Properties=species:S:1:pos:R:3:mulliken_charge:R:1
Rb 0.215 0.702 0.273 1.4878
Se 0.348 4.414 -1.191 -0.0208
Se 0.016 5.563 0.818 -0.1347
C 0.992 4.451 2.079 0.0592
C 1.484 5.237 3.116 -1.6824
C 1.672 4.493 4.330 -0.2887
C 1.738 3.154 4.289 -1.0203
C 1.757 2.438 2.951 -0.3921
N 0.951 3.171 1.952 0.4522
C -1.484 3.853 -1.418 0.0060
C -2.235 4.349 -2.483 -0.8343
C -3.585 4.055 -2.538 -0.1833
C -4.144 3.284 -1.527 -0.8647
C -3.299 2.791 -0.543 -0.3939
N -1.997 3.041 -0.500 0.2972
H 1.513 6.314 3.063 0.3757
H 1.715 5.020 5.278 0.4004
H 1.794 2.563 5.192 0.4506
H 2.796 2.484 2.548 -0.1808
H -1.767 4.995 -3.213 0.4332
H -4.199 4.450 -3.337 0.5030
H -5.201 3.068 -1.500 0.4831
H -3.685 2.166 0.256 0.4723
C -1.575 -2.669 -3.762 -1.2262
Sb -1.260 -2.119 -1.702 0.6867
C -3.283 -1.365 -1.461 -1.1491
C -1.820 -4.087 -0.945 -1.8552
C -0.746 -5.103 -1.137 0.8611
C -0.689 -5.795 -2.346 -0.5519
C 0.306 -6.717 -2.617 -0.7627
C 1.270 -6.972 -1.653 -0.7354
C 1.216 -6.304 -0.443 -0.5755
C 0.227 -5.363 -0.157 0.7729
C 0.249 -4.679 1.162 -1.8591
Sb 1.275 -2.721 1.211 0.2255
C 3.025 -3.473 0.213 -1.4139
C 1.943 -3.137 3.209 -1.0008
H -0.791 -3.347 -4.087 0.3742
H -1.538 -1.774 -4.379 0.1574
H -2.544 -3.151 -3.878 0.4361
H -3.925 -2.168 -1.104 0.5778
H -3.656 -1.020 -2.423 0.1859
H -3.317 -0.544 -0.746 0.2311
H -2.716 -4.357 -1.508 0.7733
H -2.099 -3.952 0.098 0.5464
H -1.453 -5.600 -3.089 0.3920
H 0.322 -7.237 -3.564 0.3971
H 2.054 -7.692 -1.838 0.3983
H 1.961 -6.512 0.314 0.3415
H 0.798 -5.282 1.886 0.7492
H -0.751 -4.510 1.558 0.6203
H 3.449 -4.306 0.773 0.4494
H 3.751 -2.668 0.142 0.2798
H 2.768 -3.802 -0.790 0.3456
H 2.807 -3.801 3.167 0.5392
H 1.134 -3.633 3.742 0.4886
H 2.191 -2.230 3.745 -0.0778
C 4.175 0.307 2.583 0.0717
C 4.101 0.508 4.096 0.4284
C 4.606 1.898 4.504 -1.6330
C 2.767 0.096 4.718 0.3296
C 2.875 -0.661 5.880 -0.8308
C 1.784 -1.222 6.517 -1.4173
C 0.532 -1.001 5.958 -0.8373
C 0.360 -0.236 4.820 0.8567
C -1.073 -0.005 4.366 0.2056
C -1.374 -0.699 3.040 -0.3692
C -1.491 1.464 4.321 -1.4813
C 1.479 0.363 4.143 -0.1158
N 1.241 1.090 3.029 1.4002
H 5.180 0.558 2.233 0.4129
H 3.439 0.928 2.073 -0.9215
H 3.977 -0.730 2.318 0.1666
H 4.829 -0.196 4.521 0.7053
H 4.073 2.698 4.000 0.1926
H 5.669 1.992 4.267 0.5213
H 4.482 2.044 5.576 0.3158
H 3.866 -0.839 6.283 0.3970
H 1.902 -1.807 7.418 0.3070
H -0.346 -1.414 6.443 0.2937
H -1.705 -0.495 5.120 0.5648
H -0.711 -0.297 2.286 -0.9180
H -2.414 -0.548 2.737 0.5550
H -1.191 -1.774 3.119 0.1210
H -0.930 2.007 3.560 0.0647
H -1.304 1.945 5.281 0.3376
H -2.560 1.535 4.107 0.5044
N -7.935 2.720 -7.885 -0.5327
C -6.943 2.478 -7.348 0.0233
C -5.709 2.174 -6.683 0.4635
C -5.719 1.642 -5.392 -1.1292
C -4.532 1.350 -4.753 0.3082
C -3.313 1.593 -5.392 0.8413
C -3.304 2.121 -6.686 -0.6290
C -4.492 2.408 -7.327 -0.9246
N -2.099 1.319 -4.733 0.7121
C -0.853 1.151 -5.307 -0.4411
C -0.002 0.863 -4.288 -1.2356
N -0.673 0.856 -3.091 0.7377
C -1.913 1.133 -3.391 -0.9014
H -6.660 1.454 -4.895 0.4546
H -4.558 0.925 -3.762 0.4024
H -2.371 2.335 -7.183 0.3620
H -4.483 2.824 -8.324 0.4434
H -0.688 1.221 -6.362 0.4628
H 1.049 0.650 -4.344 0.4225
H -2.705 1.252 -2.677 0.3214
C 4.903 0.787 -0.888 -1.3218
S 3.162 1.169 -0.647 0.7050
C 2.911 1.922 -2.262 -0.7591
O 2.454 -0.152 -0.717 -0.8131
H 5.467 1.713 -0.955 0.4284
H 5.004 0.190 -1.791 0.4094
H 5.226 0.222 -0.019 0.3125
H 3.525 2.816 -2.342 0.4890
H 1.863 2.202 -2.336 -0.3070
H 3.173 1.188 -3.019 0.4212
```

As for the total charge: -1. The calculation puts the lowest unoccupied orbital energy at 1.0 eV. For the highest occupied orbital energy, the calculation gives -2.5566 eV. The value obtained for the frontier orbital gap is 3.52 eV. The value obtained for the energy above the lowest of the compared OMol25 structures with the same formula, charge and spin is 20.7 kcal per mole.